Computed, not measured: a 10-piece molecular cluster, C60H148O38P8 overall in a non-equilibrium geometry, with ωB97M-V/def2-TZVPD.

Values from the calculation:
Total energy   -7965.4795 Eh
SMILES string   CCOP(=O)(OCC)OCC.CCOP(=O)(OCC)OCC.CCOP(=O)(OCC)OCC.CCOP(=O)(OCC)OCC.CCOP(=O)(OCC)OCC.CCOP(=O)(OCC)OCC.CCOP(=O)(OCC)OCC.CCOP(=O)(OCC)OCC.COCCOCCOC.COCCOCCOC
Orbital gap   9.721 eV
LUMO   0.01568 Eh
Molecular weight   1725.6 u
HOMO level   -9.29 eV

The geometry in XYZ format:
```
254
C60H148O38P8 | OMol25 | ωB97M-V/def2-TZVPD
C -7.55254 -3.47584 -5.01154
O -6.90799 -2.35933 -5.58734
C -5.94734 -2.80268 -6.51283
C -5.34777 -1.66151 -7.46340
O -4.62449 -0.67382 -6.74343
C -3.38222 -1.06690 -6.27102
C -2.21902 -0.97540 -7.33277
O -1.52275 0.28725 -7.31788
C -2.36765 1.46710 -7.62942
H -8.40120 -3.75083 -5.63786
H -7.83137 -3.15124 -4.00905
H -6.88727 -4.31939 -4.82731
H -6.40119 -3.55685 -7.15576
H -5.10801 -3.24689 -5.97774
H -6.16014 -1.17427 -8.00261
H -4.70593 -2.07054 -8.24369
H -3.42191 -2.06778 -5.84118
H -3.07872 -0.45775 -5.41959
H -2.70620 -1.04601 -8.30528
H -1.47331 -1.75567 -7.18045
H -1.85726 2.39327 -7.89361
H -2.85698 1.67115 -6.67705
H -3.21475 1.21557 -8.26757
C 2.01033 -2.92396 -4.92269
O 0.68689 -2.45064 -4.87984
C -0.25938 -3.51940 -4.80362
C -0.15707 -4.59975 -3.64191
O 1.00859 -5.35810 -3.86179
C 1.55611 -5.88005 -2.68464
C 0.82111 -6.97839 -1.92002
O -0.54238 -6.56707 -1.64317
C -1.17667 -7.52247 -0.69855
H 2.58376 -2.00289 -5.02717
H 2.15395 -3.44627 -5.86856
H 2.34963 -3.53981 -4.08981
H -0.36176 -3.89907 -5.82022
H -1.20929 -3.02007 -4.61276
H -0.95590 -5.34063 -3.60921
H -0.16757 -4.12546 -2.66056
H 1.80145 -5.09677 -1.96744
H 2.51693 -6.31660 -2.95730
H 1.35160 -7.08022 -0.97329
H 0.87330 -7.92558 -2.45687
H -0.63805 -7.73557 0.22480
H -1.36334 -8.43185 -1.26976
H -2.15727 -7.07523 -0.53576
C -5.56536 1.49547 -4.52045
C -5.17514 2.94801 -4.88244
O -4.04488 3.27933 -4.06145
P -4.18166 4.37834 -2.87388
O -4.72287 5.70246 -3.28753
O -5.05916 3.48823 -1.80334
C -4.38589 2.46574 -1.01431
C -5.44242 1.68714 -0.20026
O -2.65722 4.38981 -2.33227
C -1.68081 5.11522 -3.04001
C -0.26622 4.85567 -2.51889
H -6.15479 1.32142 -3.62025
H -6.27743 1.05579 -5.21884
H -4.71103 0.81964 -4.48212
H -4.89422 2.98427 -5.93499
H -6.00869 3.63162 -4.72126
H -3.89258 1.77377 -1.69688
H -3.63725 2.90672 -0.35615
H -5.08853 0.72917 0.18076
H -5.88818 2.35289 0.53878
H -6.26192 1.48398 -0.88964
H -1.63905 4.85466 -4.09758
H -1.97903 6.16075 -2.96234
H -0.21660 5.36313 -1.55551
H 0.02163 3.81114 -2.39979
H 0.44211 5.33574 -3.19411
C 1.10953 1.47882 12.67096
C -0.16577 0.91307 12.01690
O 0.14102 0.79560 10.64375
P -0.45229 1.73686 9.46327
O -1.91810 1.96712 9.63766
O 0.41798 3.07294 9.61112
C 1.81226 2.99340 9.40091
C 2.17067 3.78527 8.15165
O -0.00315 1.07243 8.05891
C -0.89881 1.04072 6.98045
C -1.43282 -0.42144 6.94531
H 1.02992 2.56429 12.61169
H 1.05990 1.25777 13.73716
H 2.03675 1.12805 12.21784
H -0.36129 -0.05098 12.48644
H -1.00135 1.57909 12.23214
H 2.34316 3.35261 10.28251
H 2.20996 1.98594 9.27863
H 1.84175 3.30231 7.23151
H 1.91811 4.83987 8.26173
H 3.25939 3.78952 8.09889
H -1.69061 1.78712 7.04410
H -0.30961 1.23001 6.08317
H -1.72578 -0.68077 7.96268
H -2.37895 -0.47957 6.40721
H -0.70769 -1.13635 6.55647
C 0.44843 5.67120 5.27352
C -0.78997 5.38193 6.20097
O -1.20931 4.10192 5.74772
P -2.50486 3.96977 4.83296
O -2.97326 2.53203 4.85694
O -3.54620 5.06730 5.30016
C -4.45786 4.76588 6.35172
C -3.77198 4.76095 7.80139
O -1.98430 4.47437 3.35984
C -2.82183 5.28219 2.50619
C -2.09009 5.65881 1.25500
H 0.87772 6.64747 5.49867
H 1.20736 4.91832 5.48634
H 0.15566 5.68204 4.22362
H -0.56760 5.22657 7.25668
H -1.60754 6.10248 6.17933
H -5.22458 5.53491 6.25766
H -5.03355 3.85048 6.21496
H -3.41486 5.73828 8.12605
H -4.53373 4.47924 8.52835
H -2.93385 4.06737 7.73363
H -3.75135 4.75415 2.29341
H -3.20263 6.04324 3.18728
H -1.15596 6.20569 1.38313
H -1.84796 4.74864 0.70632
H -2.71624 6.23967 0.57777
C 8.28260 -3.87553 -3.64951
C 7.74539 -3.67189 -5.09261
O 6.44507 -3.06623 -5.02976
P 6.26489 -1.46529 -4.90833
O 7.37358 -0.77488 -4.19506
O 5.95829 -0.96413 -6.41482
C 5.33081 0.26008 -6.73207
C 6.22891 1.43983 -6.26482
O 4.79529 -1.46037 -4.17752
C 4.79958 -1.58559 -2.74749
C 3.97071 -0.38248 -2.32833
H 9.34356 -4.12401 -3.62247
H 8.15920 -2.91781 -3.14390
H 7.78093 -4.55809 -2.96356
H 8.42415 -3.09384 -5.71969
H 7.56301 -4.62906 -5.58114
H 5.14051 0.30668 -7.80431
H 4.41436 0.22950 -6.14276
H 7.20708 1.49002 -6.74311
H 5.76724 2.40534 -6.47158
H 6.46925 1.48673 -5.20269
H 4.24648 -2.49126 -2.49858
H 5.75135 -1.66844 -2.22274
H 4.50925 0.48176 -2.71713
H 2.94439 -0.26146 -2.67490
H 3.90141 -0.13901 -1.26813
C -6.60652 -5.26533 2.28579
C -6.23730 -4.48023 3.52872
O -4.86122 -4.19510 3.55897
P -4.25047 -2.91188 2.80945
O -4.67394 -2.72928 1.37603
O -4.68715 -1.70445 3.75721
C -4.21831 -0.36741 3.51070
C -5.43626 0.61369 3.50276
O -2.70006 -3.06193 3.08663
C -1.84875 -3.05172 1.91870
C -1.65828 -4.45608 1.35297
H -7.64888 -5.57795 2.34783
H -6.40906 -4.77095 1.33463
H -6.00817 -6.17055 2.38902
H -6.84207 -3.57945 3.63329
H -6.40087 -5.10465 4.40704
H -3.40155 -0.06954 4.16818
H -3.76653 -0.35465 2.51881
H -6.22245 0.30820 2.81233
H -5.92855 0.55979 4.47376
H -5.03402 1.61633 3.35783
H -2.17066 -2.41588 1.09396
H -0.88876 -2.64778 2.24018
H -2.65800 -4.83633 1.14307
H -1.03317 -4.31386 0.47143
H -1.14960 -5.06822 2.09771
C -1.10510 0.96186 -4.09394
C -0.92667 -0.16101 -3.09865
O -1.61082 0.04749 -1.85552
P -0.83625 0.49317 -0.53997
O 0.24210 1.49124 -0.63075
O -2.06573 0.98401 0.49140
C -1.77899 1.76711 1.62042
C -0.71425 1.18920 2.58504
O -0.31656 -0.86254 0.17786
C 1.03314 -1.30313 0.01029
C 1.13394 -2.49883 -0.94798
H -2.15855 1.20740 -4.22837
H -0.71262 1.87062 -3.63763
H -0.63938 0.80917 -5.06752
H -1.41697 -1.04752 -3.50092
H 0.14690 -0.21758 -2.91884
H -1.45831 2.75520 1.29033
H -2.66673 2.05004 2.18606
H -1.03236 0.19202 2.88923
H 0.26646 1.16600 2.10989
H -0.66786 1.76911 3.50680
H 1.73647 -0.52341 -0.28205
H 1.43879 -1.63637 0.96554
H 0.73489 -2.25967 -1.93372
H 2.16216 -2.85831 -0.98845
H 0.42941 -3.27589 -0.65147
C 8.28310 -7.13735 -1.47801
C 7.91054 -6.29696 -0.22618
O 6.70609 -6.80133 0.37816
P 5.26134 -5.96064 0.22953
O 4.75533 -5.79003 -1.14183
O 4.27431 -6.71465 1.30600
C 3.34966 -5.98361 2.14379
C 1.98662 -5.68644 1.49947
O 5.54511 -4.53804 1.00268
C 5.17604 -3.30529 0.35432
C 5.65812 -2.07578 1.13954
H 9.36368 -7.02967 -1.57213
H 7.95787 -8.16739 -1.33191
H 7.75841 -6.81800 -2.37847
H 8.71354 -6.25655 0.50981
H 7.78918 -5.23588 -0.44408
H 3.12736 -6.66550 2.96459
H 3.79578 -5.06919 2.53481
H 1.27987 -5.21581 2.18292
H 2.02894 -5.00698 0.64821
H 1.55044 -6.63942 1.19998
H 5.61797 -3.13465 -0.62735
H 4.09135 -3.38043 0.27757
H 5.21725 -1.19974 0.66384
H 5.47338 -2.14179 2.21175
H 6.72300 -1.91101 0.97530
C 1.22877 7.77455 -1.46772
C 2.49147 7.20941 -0.94063
O 2.42139 5.78151 -0.78508
P 3.82755 4.99467 -0.44500
O 5.03745 5.75258 -0.16234
O 3.36249 4.13954 0.85108
C 2.04562 3.59540 0.87214
C 1.46153 4.16404 2.17246
O 4.00043 3.91350 -1.61995
C 4.33381 4.44671 -2.97014
C 3.53168 3.64581 -4.02700
H 1.21607 8.85826 -1.58392
H 0.95616 7.28702 -2.40371
H 0.45619 7.39497 -0.79905
H 3.28169 7.44241 -1.65433
H 2.62788 7.63578 0.05320
H 1.39888 3.84028 0.02960
H 2.08972 2.50785 0.81371
H 0.52877 3.70355 2.49805
H 2.14133 4.05337 3.01729
H 1.24841 5.23109 2.10845
H 4.18861 5.50657 -3.17918
H 5.39053 4.28221 -3.18079
H 3.83338 3.70819 -5.07255
H 3.51214 2.59694 -3.73106
H 2.46440 3.86668 -4.01224
```